A single C7H9N molecule, computed with ωB97M-V/def2-TZVPD.

Values from the calculation:
Relative energy (zero: lowest compared OMol25 entry of this formula, charge and spin) in kJ/mol: 260.7
HOMO energy in eV: -9.6
SMILES: C=CC(C)(C#N)C=C

Geometry as XYZ:
```
17
Properties=species:S:1:pos:R:3:mulliken_charge:R:1
C 0.33122 1.39674 1.26255 -1.81
C 0.03299 0.23770 0.31548 2.39
C -1.10204 0.51209 -0.55203 -0.69
C -2.02278 -0.42913 -0.82767 -0.70
C 1.25552 0.06083 -0.48876 -0.65
C 1.65052 -1.11458 -0.92184 -0.71
C -0.19710 -1.07363 0.94640 -0.45
H 1.18051 1.21014 1.85085 0.47
H 0.47961 2.33892 0.70744 0.39
H -0.57177 1.42199 1.91815 0.39
H -0.99971 1.41509 -1.11936 0.38
H -1.97202 -1.48986 -0.51345 0.32
H -3.04395 -0.05695 -1.19512 0.25
H 1.70609 0.96157 -0.80071 0.35
H 2.55282 -1.28629 -1.48916 0.30
H 1.11779 -2.02206 -0.55903 0.27
N -0.39768 -2.08259 1.46626 -0.50
```